# 1
34
Properties=species:S:1:pos:R:3:forces:R:3 method="wB97M-V/def2-TZVPD" relative_energy_ev=0.000 homo_lumo_gap_ev=4.701 lumo_ev=4.7 total_charge=-2 energy_ha=-5370.214175
H 2.3068 2.0530 1.0766 -0.4 -0.3 -0.2
H 1.7507 3.5655 -4.7516 0.2 -0.3 0.1
C -3.5488 -2.1125 2.1769 0.5 -0.3 0.0
S -2.2483 -0.6857 0.2499 -0.8 -0.3 -0.6
Br 0.2187 0.6994 -2.3855 0.1 -0.2 -0.3
C 2.6329 0.3167 -4.6922 0.0 0.8 -0.2
C -1.1363 -2.3683 2.1052 -0.5 -0.5 0.5
H -0.1667 -2.0456 1.7232 -0.3 -0.2 0.1
C 2.2303 2.5904 -4.6199 0.3 -0.6 -0.1
C 1.7039 1.3397 -5.0627 0.9 0.1 0.1
H -0.3327 -3.8708 3.4099 0.0 0.0 0.1
H -2.0530 2.3744 1.3338 0.3 -0.3 -0.2
C -0.6045 1.0329 2.3970 0.2 0.9 0.0
C -2.4758 -3.7871 3.5678 0.0 0.1 -0.2
H -2.5411 -4.5952 4.2848 0.0 0.0 0.0
Zn -0.2217 0.2246 -0.2281 -0.1 0.9 0.8
C 1.2662 1.7940 1.2822 -0.6 0.0 -0.1
H 0.1475 3.3091 0.0427 0.0 -0.6 0.0
C 3.4790 2.3433 -3.9777 -0.3 -0.4 -0.3
H -4.5969 -3.4336 3.5005 -0.1 0.0 0.1
H 1.4391 0.3240 2.9763 -0.2 0.1 -0.3
C -1.0422 1.9752 1.4149 1.1 0.3 0.8
H 4.6071 0.4233 -3.6202 -0.3 0.2 -0.1
C 3.7272 0.9354 -4.0229 -0.5 0.4 -0.3
H -4.4506 -1.5928 1.8467 0.3 -0.2 0.0
C -2.3011 -1.7612 1.5889 0.0 -0.5 0.7
H 2.5081 -0.7542 -4.8789 0.0 0.4 0.1
H -1.2443 0.5763 3.1501 0.2 -0.2 -0.4
H 0.7494 1.1879 -5.5743 0.3 0.0 0.2
C -1.2394 -3.3851 3.0693 0.1 0.6 -0.5
C 0.1197 2.4568 0.7229 0.0 -0.2 1.0
H 4.1362 3.0996 -3.5362 -0.2 -0.3 -0.1
C 0.8070 0.9067 2.3055 -0.5 0.3 -0.2
C -3.6265 -3.1362 3.1253 0.2 0.5 -0.4


# 2
148
Properties=species:S:1:pos:R:3:forces:R:3 method="wB97M-V/def2-TZVPD" relative_energy_ev=0.024 homo_lumo_gap_ev=5.970 lumo_ev=-3.1 total_charge=+1 energy_ha=-5261.031250
H -5.8101 3.0216 1.4011 0.0 0.0 0.0
H 3.5988 5.2810 2.0295 0.0 0.0 0.0
H -3.8828 0.7052 -3.4693 0.0 0.0 0.0
H -2.7105 3.1372 -1.5583 0.0 0.0 0.0
O 2.6206 -2.5356 -0.2867 0.1 -0.1 0.1
H 0.6083 0.8579 -3.9788 0.1 -0.3 -0.1
H -3.0659 -2.0669 3.4419 0.0 0.0 0.0
C -0.8112 5.5664 1.2451 0.0 0.0 0.0
H 4.6620 4.8828 3.3829 0.0 0.0 0.0
H -0.0270 -2.1554 -6.1436 0.0 0.0 0.0
H 3.3507 -3.8802 1.6993 0.0 0.0 0.0
H -1.1498 2.8688 3.2107 0.0 0.0 0.0
C -2.1542 -0.3061 -2.7198 -0.1 0.0 0.0
C 3.2299 -4.1944 -3.1623 0.1 -0.1 0.0
H -0.3703 4.7605 6.2667 0.0 0.0 0.0
C 1.2882 -3.3685 1.4491 0.1 0.0 -0.1
N 0.8621 0.5875 -3.0354 -0.2 0.5 0.6
H 0.9010 6.0513 7.7891 0.0 0.0 0.0
H 4.1856 0.7888 0.4435 0.0 0.0 0.0
Te 1.1455 2.9599 1.6146 0.0 -0.2 0.1
C -0.1343 -0.4648 2.8848 0.2 0.0 -0.1
Ti 0.2747 -1.1490 -0.9122 -1.3 0.1 0.5
P -1.1970 -2.3810 1.1429 0.4 0.1 0.5
H -1.8451 4.1603 4.1891 0.0 0.0 0.0
C -2.3541 1.8716 0.1259 0.1 -0.1 0.1
O 1.9949 0.0382 -0.7745 0.3 -0.2 -0.1
C -1.0661 3.3956 4.1576 0.0 0.1 0.0
C -3.6500 -2.5622 -2.6522 -0.1 0.0 -0.1
H -0.3381 7.3844 -0.6253 0.0 0.0 0.0
N -4.4772 -6.0964 -2.3365 0.0 0.1 0.0
H -1.0114 0.7359 5.9252 0.0 0.0 0.0
H -4.6062 -6.0126 1.0153 0.0 0.0 0.0
H 2.8002 -4.9213 -2.4726 0.0 0.0 0.0
C 4.5952 -3.7199 -2.6741 0.0 0.0 0.0
C -0.5089 -2.8540 -5.4559 0.0 0.0 0.0
C -3.9188 -2.2207 0.8995 0.0 0.0 0.0
C -3.1192 -4.4743 1.1464 0.0 -0.1 0.1
C 0.4638 4.7121 5.5739 0.0 0.0 0.0
N -0.3530 -3.6893 -1.4697 -0.1 0.0 0.2
C 2.7032 5.2518 4.9962 0.0 0.0 0.0
C 2.4447 4.7097 -0.5651 0.0 0.0 -0.1
C 0.2909 -4.8024 -1.1415 0.0 0.0 -0.1
H 4.3903 -0.9148 -0.0593 0.0 0.0 0.0
C 2.5803 4.5838 3.7887 0.0 0.0 -0.1
C 2.0787 -4.9792 3.0446 0.0 0.0 0.0
C -0.0223 -3.5812 1.8647 -0.1 0.0 -0.1
C 3.4846 -2.5202 -6.1016 0.0 0.0 0.0
C 1.5593 7.8797 -2.4911 0.0 0.0 0.0
H -1.5483 0.5871 -2.7329 0.0 0.0 0.0
H -2.3100 -5.1807 1.2828 0.0 0.0 0.0
C -3.1164 2.7569 -0.6296 0.0 0.1 0.0
H 0.7780 0.9302 4.2273 0.0 0.0 0.0
H 2.4518 7.8231 -3.1128 0.0 0.0 0.0
H 0.4575 1.3103 -2.3957 0.0 0.0 -0.1
H -1.3690 4.6310 1.1568 0.0 0.0 0.0
H 3.3265 5.8423 -2.1537 0.0 0.0 0.0
H -1.1971 -3.4610 -6.0469 0.0 0.0 0.0
H 3.6483 5.7273 5.2357 0.0 0.0 0.0
H 3.9209 3.5982 2.4119 0.0 0.0 0.0
H 2.8370 1.1449 -3.5868 0.0 0.0 0.0
H -0.4802 5.6497 2.2814 0.0 0.0 0.0
H 4.1968 -3.2482 -5.7128 0.0 0.0 0.0
C -2.3124 -2.5456 -2.2551 0.2 -0.2 -0.1
H 3.3774 2.8241 -0.0677 0.0 0.0 0.0
H 2.6935 -3.0701 -6.6125 0.0 0.0 0.0
C -4.8406 2.6991 1.0442 0.0 0.0 0.0
C 0.2884 4.0255 4.3698 0.1 0.0 0.1
C -1.0703 0.1635 5.0087 0.0 -0.1 0.0
C 1.5562 -2.4294 0.3039 0.1 -0.1 0.1
H -2.0990 -7.1380 -1.6602 0.0 0.0 0.0
C 0.5236 -3.7163 -4.7328 -0.1 0.0 -0.1
C -2.1462 -0.6784 4.7792 0.0 0.0 0.0
Sb 1.8266 -2.6040 -3.4401 0.0 0.1 -0.1
H -3.7305 -1.1522 0.8493 0.0 0.0 0.0
C 0.3595 5.5975 0.3029 0.1 0.0 0.0
C -1.5935 -6.1830 -1.6050 0.0 0.0 0.0
C -4.3624 -3.8284 -2.6212 -0.1 0.2 -0.1
H 4.5232 -3.2619 -1.6880 0.0 0.0 0.0
H 1.1552 -4.2370 -5.4532 0.0 -0.1 0.0
H 0.6573 -0.3601 2.1520 0.0 0.0 0.0
C -1.2149 -1.3118 2.6434 -0.2 -0.1 -0.1
C 1.5042 6.7431 -1.5087 0.0 0.1 0.0
N 2.2673 0.6723 -2.9054 0.1 0.0 0.0
C -5.2109 -2.6928 0.7448 0.0 0.0 0.0
C -4.0687 1.8380 1.8138 0.0 0.0 0.0
C 2.7507 0.3610 -1.7001 -0.1 0.0 -0.2
C -5.4640 -4.0596 0.7957 0.0 0.0 0.0
H 0.5636 -5.9086 4.2487 0.0 0.0 0.0
H 1.3204 -4.6864 -0.8296 0.0 0.0 0.0
H -1.2800 2.6849 4.9564 0.0 0.1 0.0
C -4.3639 3.1592 -0.1767 0.0 0.0 0.0
C 2.3401 -4.0660 2.0396 0.0 0.0 0.0
C 4.6118 0.1209 -0.3027 0.0 0.0 -0.1
N -5.6494 -3.9914 -2.8875 0.1 -0.1 0.0
H -5.2869 -1.3870 -3.3799 0.0 0.0 0.0
O 4.0582 0.4330 -1.6067 0.0 0.1 0.1
C -2.8320 1.4161 1.3499 0.0 0.0 0.0
C -3.6935 -5.0291 -2.3068 0.2 -0.1 0.1
C 1.3755 4.6226 0.3287 -0.1 0.1 -0.1
C 2.9381 -1.6198 -4.9998 0.0 0.1 -0.1
H -2.9322 -0.7723 5.5172 0.0 0.0 0.0
C 1.6531 5.3315 5.9052 0.0 0.0 0.0
C -4.2467 -1.3799 -3.0822 0.0 0.0 0.0
H -1.2882 -4.6464 3.2450 0.0 0.0 0.0
H 2.8901 -5.5183 3.5152 0.0 0.0 0.0
C 2.4887 5.7762 -1.4667 0.0 0.0 0.0
H 0.0378 -4.4812 -4.1223 0.0 0.0 0.0
C -2.8606 -3.1078 1.1263 0.0 0.0 -0.3
H 1.5670 8.8418 -1.9773 0.0 0.0 0.0
H 5.0311 -2.9861 -3.3558 0.0 0.0 0.0
N -0.6195 0.1546 -0.1142 0.6 0.4 -0.8
H -2.2169 0.7548 1.9444 0.0 0.0 0.0
H 2.2741 -0.8606 -5.4235 0.0 0.0 0.0
H 0.2996 -6.9348 -0.9156 0.0 0.0 0.0
O -0.4433 2.1656 -1.2143 -0.1 -0.1 0.1
H 5.2979 -4.5521 -2.6062 0.0 0.0 0.0
C -2.2875 -5.0218 -1.9433 -0.2 -0.1 0.0
H -1.4877 6.3945 1.0372 0.0 0.0 0.0
H -1.1067 -2.2606 -4.7609 0.0 0.0 0.0
C 1.3568 3.9681 3.4658 -0.1 0.1 0.1
H -4.9598 3.8421 -0.7679 0.0 0.0 0.0
H 0.6873 7.8706 -3.1471 0.0 0.0 0.0
H 3.7505 -1.0856 -4.5024 0.0 0.0 0.0
C -0.0629 0.2684 4.0565 0.0 0.0 0.1
H -6.0218 -1.9946 0.5818 0.0 0.0 0.0
H 3.3080 -4.6867 -4.1333 0.0 0.0 0.0
C -1.0341 1.4147 -0.4141 0.1 -0.2 -0.3
C 1.8201 6.0670 7.2054 0.0 0.0 0.0
H 5.6782 0.2868 -0.4082 0.0 0.0 0.0
C 3.7587 4.5816 2.8541 0.0 0.0 0.0
H 3.7989 3.4617 -1.6663 0.0 0.0 0.0
H 2.6120 5.6197 7.8083 0.0 0.0 0.0
C -0.2848 -6.0709 -1.1986 0.0 0.0 0.0
C -3.4800 -0.2391 -3.1331 0.1 0.0 0.0
C 0.7666 -5.1987 3.4575 0.0 0.0 0.0
H 4.0068 -1.9331 -6.8594 0.0 0.0 0.0
H -4.4259 1.5006 2.7785 0.0 0.0 0.0
C -4.4172 -4.9471 0.9898 0.0 0.0 0.0
S -5.9490 -5.5691 -2.7349 0.0 0.0 0.0
H 4.4970 4.1702 -0.2197 0.0 0.0 0.0
H 2.0942 7.1086 7.0325 0.0 0.0 0.0
C -0.2799 -4.4986 2.8795 0.0 0.0 0.0
H -6.4747 -4.4293 0.6823 0.0 0.0 0.0
C 3.5855 3.7292 -0.6302 0.0 0.0 0.0
N -1.5786 -1.4164 -2.2648 -0.1 -0.1 0.1
C 0.4469 6.6356 -0.6101 0.0 0.0 0.0
C -2.2167 -1.4151 3.6027 -0.1 0.0 0.0
C -1.6296 -3.7945 -1.8712 0.0 0.2 -0.1


# 3
15
Properties=species:S:1:pos:R:3:forces:R:3 method="wB97M-V/def2-TZVPD" relative_energy_ev=3.043 smiles="C[C@]12CN1C=CC2=S" homo_lumo_gap_ev=8.205 lumo_ev=-0.2 total_charge=0 energy_ha=-685.658061
H 1.0751 -0.4047 1.7405 -0.1 -0.1 -0.8
C 0.9759 -1.4401 -0.4926 -1.0 -1.7 -0.2
H -1.6017 1.8896 0.1543 1.7 0.5 -1.7
H 1.6570 1.2034 1.3024 0.5 1.0 -0.5
C 1.1313 0.3543 0.9456 -1.8 -0.6 -0.3
H -0.8358 1.6153 -1.5573 -0.9 0.0 -0.3
H 0.0164 2.6136 -0.5310 0.7 0.9 0.7
N 1.1559 -0.0492 -0.4958 1.5 0.0 0.3
C -0.6412 1.7860 -0.5088 -1.5 -0.9 1.0
S -2.6250 -0.4142 0.0976 -3.5 -0.1 0.4
C -0.0817 0.4888 -0.0263 0.2 -0.1 1.2
H -0.5755 -2.9664 0.2635 0.7 3.4 -2.2
C -0.2852 -1.8319 -0.2162 -0.5 -3.1 2.2
H 1.7297 -2.1997 -0.6836 0.5 0.7 0.2
C -1.0951 -0.6446 0.0076 3.4 0.1 0.0


# 4
7
Properties=species:S:1:pos:R:3:forces:R:3 method="wB97M-V/def2-TZVPD" relative_energy_ev=0.751 homo_lumo_gap_ev=6.652 lumo_ev=-11.1 total_charge=+2 energy_ha=-183.982521
H 0.1133 1.3518 1.6735 -0.6 0.4 -0.1
C -0.4006 1.1728 0.7245 -0.6 -0.2 1.0
H -0.1081 -3.5037 -1.6144 0.6 1.1 1.7
La 0.5823 -2.3843 0.2226 -0.7 -0.1 -1.7
H -1.4768 1.0386 0.5809 0.2 0.6 0.5
O 0.9768 0.9377 -1.2143 0.2 1.8 -0.7
C 0.3132 1.3872 -0.3727 1.0 -3.5 -0.5